No. 1
13
Properties=species:S:1:pos:R:3:forces:R:3:mulliken_charge:R:1 method="wB97M-V/def2-TZVPD" e_homo_ev=-9.0064 relative_energy_ev=3.503
C -0.6178 -1.4267 1.4389 -0.412 -2.371 0.934 -0.653
S -1.1880 -0.6061 -0.0695 -0.840 -0.286 0.414 -0.154
C 0.0682 0.4708 -0.5408 -0.926 1.845 0.581 0.658
N -0.0906 1.7822 -0.4589 3.376 -2.720 -2.221 -0.450
O -1.1611 2.3105 -0.0220 -2.553 -0.574 2.094 -0.264
C 1.2197 -0.0783 -1.2421 2.083 0.564 -1.146 0.086
O 1.9268 0.8663 -1.9324 -0.905 -0.098 1.442 -0.514
S 1.7095 -1.6265 -1.2690 -0.425 0.205 0.091 -0.292
H -0.1031 -2.5231 1.2163 -1.233 3.104 0.483 0.262
H -1.6902 -1.6188 1.8871 2.401 0.194 -0.218 0.271
H 0.0417 -0.7822 2.1168 -1.119 -0.963 -1.046 0.286
H -1.6855 1.5381 0.4057 0.167 0.982 -0.607 0.341
H 1.5703 1.6939 -1.5301 0.386 0.116 -0.802 0.424

No. 2
110
Properties=species:S:1:pos:R:3:forces:R:3:lowdin_spin:R:1 method="wB97M-V/def2-TZVPD" e_homo_ev="-10.6877 / -10.6877" multiplicity=2 charge=+1
C 5.5919 -0.0650 -3.1867 -0.943 0.620 1.395 0.000
C 4.6915 -1.0469 -2.4105 -1.991 2.320 -0.527 0.000
O 5.5292 -2.0633 -2.0841 1.307 -2.020 0.372 0.001
C 6.5028 -2.0905 -3.0177 3.609 -3.385 -0.280 0.000
O 7.2550 -3.0635 -3.1901 -2.499 2.985 0.482 0.000
O 6.6071 -0.9194 -3.6359 0.456 -0.823 -0.785 0.000
H 6.0043 0.6343 -2.4594 0.094 0.333 -0.347 0.000
H 5.1089 0.4607 -4.0104 0.130 -0.146 0.089 0.000
H 3.8912 -1.4364 -3.0398 -0.285 0.011 -0.182 0.000
H 4.2589 -0.6337 -1.4994 -0.012 0.170 -0.125 0.000
C 0.5196 5.0788 2.5340 -0.487 2.420 1.537 0.000
C -0.0962 4.5677 3.8942 0.189 1.690 -1.792 0.000
O -0.2447 3.2417 3.5928 0.443 -4.305 0.102 0.000
C -0.0725 2.9486 2.3125 -1.442 -2.211 -1.634 0.000
O -0.2654 1.8390 1.7679 0.817 3.010 1.830 0.000
O 0.1696 4.0851 1.6497 0.495 -1.951 -1.520 0.000
H 1.5870 5.2978 2.5628 0.150 -0.477 0.007 0.000
H 0.0384 5.9784 2.1502 0.061 0.149 0.333 0.000
H -1.1463 4.8575 3.9320 0.326 1.146 0.972 0.000
H 0.5658 4.6665 4.7546 -0.539 0.367 0.037 0.000
C -1.3102 -1.3801 2.8295 -2.241 0.570 -0.988 0.000
C -2.1272 -0.2436 3.5683 1.144 -1.984 -0.902 0.000
O -1.1582 0.1327 4.4818 2.456 0.863 1.528 0.000
C 0.1251 -0.3845 4.2418 -0.229 1.964 1.580 0.000
O 1.1294 0.0060 4.8198 -2.511 -1.393 -1.695 0.000
O 0.0202 -1.3498 3.3078 0.159 0.190 0.149 0.000
H -1.3621 -1.1993 1.7559 0.510 -0.236 0.001 0.000
H -1.8399 -2.3073 3.0485 0.700 -0.358 0.007 0.000
H -2.9586 -0.7409 4.0679 -0.128 0.504 0.144 0.000
H -2.4429 0.5828 2.9316 0.147 -0.033 0.074 0.000
C -0.8622 4.4407 -2.0232 -0.022 0.027 -1.470 0.000
C 0.1789 4.8143 -3.1390 -0.818 -1.466 0.069 0.000
O 1.1759 5.4956 -2.4329 0.411 1.640 3.412 0.000
C 0.5827 6.0080 -1.2208 1.048 2.191 -0.597 0.000
O 1.0011 6.8758 -0.4476 -0.387 -3.075 -2.404 0.000
O -0.6407 5.5243 -1.1778 -0.460 0.523 2.446 0.000
H -0.7199 3.4603 -1.5686 0.753 0.132 0.240 0.000
H -1.9372 4.4541 -2.2029 0.162 0.251 -0.917 0.000
H -0.1644 5.5057 -3.9085 -0.402 -0.430 -0.150 0.000
H 0.6510 3.9047 -3.5104 -0.280 0.146 -0.502 0.000
C -6.1483 -3.3904 -2.2498 -0.355 -1.933 -0.511 0.000
C -5.3802 -2.1727 -2.5215 1.488 1.491 0.857 0.000
O -5.9473 -1.6337 -3.7387 2.258 0.054 1.446 0.000
C -7.0823 -2.2602 -3.9155 -3.748 1.231 -5.309 0.000
O -7.7832 -2.0286 -4.9351 2.106 -1.202 4.114 0.000
O -7.3304 -3.1132 -2.9389 -2.470 -0.059 -0.093 0.000
H -6.3734 -3.6245 -1.2093 0.153 0.180 -0.083 0.000
H -5.8334 -4.2828 -2.7908 0.970 -0.218 0.522 0.000
H -4.2974 -2.2949 -2.5503 -0.107 -0.153 -0.720 0.000
H -5.5239 -1.5010 -1.6752 -0.342 0.575 -0.231 0.000
C -5.4921 1.7932 -1.9381 0.428 -0.290 -0.196 0.000
S -5.1733 3.2672 -0.9504 -1.386 -0.356 1.235 0.000
O -6.2997 3.2083 0.0734 1.473 0.218 -0.828 0.000
C -3.6186 2.7379 -0.1108 -0.631 0.402 -0.244 0.000
H -6.5045 1.7971 -2.3421 0.022 0.451 0.193 0.000
H -5.4097 0.9291 -1.2789 0.083 -0.030 0.023 0.000
H -4.7992 1.7329 -2.7774 0.158 -0.078 0.044 0.000
H -3.4415 3.4833 0.6645 -0.126 0.044 -0.019 0.000
H -2.7986 2.8010 -0.8262 -0.016 -0.399 -0.006 0.000
H -3.7458 1.7633 0.3604 0.043 -0.051 -0.190 0.000
C -2.9701 -5.2722 1.9376 0.904 -1.245 0.488 0.000
S -2.2525 -5.2707 0.2771 -1.104 1.964 -0.429 0.001
O -1.6737 -3.8552 0.2738 0.589 -1.197 -0.385 0.003
C -0.9437 -6.5569 0.3331 0.111 0.101 1.253 0.002
H -2.1170 -5.1305 2.6012 0.128 -0.467 0.188 0.000
H -3.4453 -6.2454 2.0606 0.008 0.011 0.412 0.000
H -3.6381 -4.4723 2.2568 -0.230 0.105 -1.205 0.000
H -0.1215 -6.2337 -0.3054 -0.236 0.117 -0.091 0.001
H -1.2678 -7.5556 0.0402 -0.491 0.326 -0.400 0.000
H -0.6036 -6.6935 1.3596 0.274 0.263 0.111 0.000
C 3.5000 -1.5570 3.1171 1.372 -0.831 -0.696 0.005
S 4.0089 -0.4557 1.6702 -1.782 -0.053 2.244 0.001
O 3.0091 -0.8294 0.6102 0.416 -0.246 -0.176 0.003
C 3.2686 0.9951 2.5028 0.077 0.342 0.044 0.001
H 2.4234 -1.7183 3.1714 0.130 0.451 -0.219 0.000
H 3.9240 -1.3776 4.1052 -0.135 0.921 -0.114 0.000
H 4.0297 -2.4787 2.8762 -0.324 -0.495 -0.316 0.002
H 3.4053 1.0191 3.5839 0.505 -0.286 -0.080 0.000
H 2.1888 0.8984 2.3899 -0.003 0.060 -0.475 0.000
H 3.6683 1.9192 2.0852 -0.192 -0.071 -0.176 0.000
C -2.2970 -0.6472 -1.2886 -0.095 -0.486 1.502 0.000
S -0.8758 -0.1755 -2.2724 0.481 2.587 -0.729 0.000
O -0.8495 1.3756 -2.4271 -0.076 -2.633 0.546 0.000
C 0.4142 -0.6050 -1.0634 -0.290 -0.471 0.462 0.000
H -2.1834 -0.4287 -0.2268 0.432 0.525 0.079 0.000
H -2.3236 -1.7367 -1.2687 -0.118 -0.172 -0.454 0.000
H -3.2712 -0.2237 -1.5331 0.388 0.084 -0.810 0.000
H 1.4361 -0.6870 -1.4336 -0.207 0.685 -0.521 0.000
H 0.2370 -1.6197 -0.7070 -0.508 -0.109 0.112 0.000
H 0.3565 0.0806 -0.2179 0.056 0.134 -0.053 0.000
C 3.4840 -4.2978 -0.4538 0.796 0.116 0.100 0.046
S 2.6192 -5.2738 0.8957 0.093 2.808 1.017 0.216
O 3.5315 -5.1700 2.1426 -0.892 -0.530 -1.613 0.652
C 1.2407 -4.1004 1.3670 -0.141 1.002 0.442 0.056
H 3.9278 -4.9304 -1.2226 -0.138 -0.405 0.376 -0.001
H 4.2723 -3.7542 0.0670 0.176 -0.331 0.274 0.001
H 2.9611 -3.4856 -0.9588 -1.048 -0.336 0.432 0.004
H 0.6473 -3.6970 0.5464 0.266 -0.637 -0.600 0.004
H 1.7132 -3.2360 1.8335 0.753 -0.022 -0.346 0.002
H 0.5135 -4.3512 2.1393 0.314 -1.296 -0.128 0.000
C 2.6053 2.5052 -1.1672 -0.209 1.141 0.256 0.000
S 3.9620 3.6546 -1.6710 1.374 -1.070 -0.917 0.000
O 5.3121 2.9296 -1.7246 -1.791 0.183 -0.011 0.000
C 4.0850 4.5058 -0.1374 -0.029 0.348 1.143 0.000
H 2.2490 1.7936 -1.9121 0.979 -0.417 0.038 0.000
H 1.7006 3.1100 -1.1041 0.055 0.562 0.277 0.000
H 2.8195 2.1742 -0.1510 -0.024 -0.674 -0.312 0.000
H 4.9508 5.1671 -0.1040 -0.096 0.082 -0.665 0.000
H 4.3254 3.7637 0.6239 -0.336 -0.167 0.123 0.000
H 3.1899 5.0826 0.0954 -0.078 -0.078 0.009 0.000

No. 3
12
Properties=species:S:1:pos:R:3:forces:R:3:mulliken_charge:R:1 method="wB97M-V/def2-TZVPD" e_homo_ev="-8.5840 / -8.0428" relative_energy_ev=3.103
C -0.1801 -1.0048 -0.8587 0.121 -0.877 0.175 -0.159
C -0.8186 1.3457 1.5030 0.258 -0.034 -0.465 -0.615
C 0.3786 0.3405 -0.9105 -0.197 0.571 0.660 -0.359
S 1.1169 -2.3171 -1.0535 -0.206 0.163 -0.264 -0.207
Br -1.4121 -0.2363 2.2400 -0.171 -0.152 0.339 -0.097
Br -0.1865 1.5677 -2.1923 0.010 0.000 -0.094 -0.121
H -0.9088 -1.1844 -1.6478 -0.007 0.028 0.057 0.378
H -0.6491 -1.2359 0.1118 0.018 0.194 -0.407 -0.071
H 0.0365 1.7893 1.9765 0.198 0.004 0.042 0.360
H -1.5713 1.9749 1.0663 -0.119 0.016 -0.166 0.342
H 1.3256 0.5675 -0.4516 0.057 0.067 -0.030 0.432
H 1.6497 -2.1582 0.1589 0.038 0.020 0.153 0.119

No. 4
95
Properties=species:S:1:pos:R:3:forces:R:3:mulliken_charge:R:1 method="wB97M-V/def2-TZVPD" e_homo_ev=-8.7121
C -4.3043 0.0674 -3.5065 1.152 -2.049 3.801 -0.311
C -4.0701 -0.6918 -2.2467 -0.001 1.306 -2.032 -0.645
C -2.6487 -1.3411 -1.7464 1.786 1.360 -1.383 0.374
C -1.2868 -0.7438 -2.0528 -2.992 -1.230 1.023 0.225
F -1.1330 0.4993 -2.8431 -0.312 -4.044 2.354 -0.277
C 0.0680 -1.4988 -1.4258 3.414 -0.151 -2.375 0.279
O 1.2175 -1.5659 -2.1013 -7.052 0.558 4.366 -0.514
C -0.1831 -2.1894 0.0771 -0.730 -1.002 2.357 -0.120
C 1.0281 -2.1810 1.1958 -3.195 -1.741 0.513 0.169
C 2.5134 -1.5021 0.8445 -1.627 0.963 0.248 0.070
C 3.3015 -1.0485 2.2089 -0.428 0.071 -0.987 -0.642
C 4.2564 0.2311 1.8245 0.647 -0.039 -0.203 -0.072
C 3.8985 1.5794 2.6920 -0.127 -0.009 0.977 -0.054
C 5.2091 2.4479 3.1578 0.488 0.385 -0.829 -0.560
C 4.8621 3.9253 3.7891 -0.699 0.202 -0.097 -0.630
C 3.3447 4.0449 4.4345 0.468 0.038 0.699 -0.579
C 3.1910 3.0928 5.7956 -0.630 0.290 -0.029 -0.512
C 1.5712 2.8816 6.1162 0.907 0.685 -0.037 -0.509
O 1.3145 1.7335 7.0168 -1.874 1.327 -1.391 -0.378
C -0.1617 1.5050 6.9400 -0.331 0.640 -0.316 -0.545
C 0.6606 -2.8378 2.6639 -2.558 0.154 -2.278 -0.788
C -0.8406 -3.4738 3.0400 0.551 1.385 -2.951 0.607
C -1.0520 -4.0357 4.5629 1.992 0.246 0.196 -0.665
Cl -2.4616 -3.1833 5.4909 1.358 -0.729 -1.294 -0.150
C -1.0916 -5.6774 4.6987 -2.489 0.199 -0.330 0.394
C -2.0663 -6.2368 5.8950 0.367 -0.908 0.777 -1.018
Cl 0.6384 -6.2433 5.0483 -1.279 0.473 -0.564 -0.205
C -2.0365 -3.5041 1.9125 4.253 2.185 -1.681 0.416
P -3.7766 -4.2183 2.1678 -1.016 -3.126 2.669 0.266
O -3.9759 -5.1704 3.4053 1.100 2.591 -2.947 -0.572
C -1.6875 -2.8403 0.4168 2.379 0.322 1.741 -0.084
C -2.7710 -2.7277 -0.8191 -2.251 -2.478 -1.658 0.092
O -3.6808 -3.6368 -1.1658 5.388 5.522 2.542 -0.498
H -5.0670 0.9789 -3.4468 1.309 -2.739 -0.562 0.167
H -3.7087 -0.2149 -4.4758 -0.942 1.231 2.480 0.302
H -4.9956 -0.8207 -1.5043 2.546 0.678 -1.321 0.220
H 3.1395 -2.1611 0.1034 -1.322 1.101 1.629 0.266
H 2.2537 -0.4925 0.2629 0.507 -2.317 1.110 0.094
H 3.8819 -1.9914 2.6027 -1.010 2.078 -0.498 0.243
H 2.5139 -0.6686 2.9876 1.455 -0.961 -1.376 0.280
H 5.3651 -0.0859 2.0423 -2.025 0.782 -0.393 0.392
H 4.1828 0.4574 0.6565 0.173 -0.490 2.669 -0.164
H 3.1458 2.3145 2.1385 1.620 -1.770 0.974 0.106
H 3.3661 1.2154 3.6875 0.912 0.811 -2.082 -0.140
H 5.8486 2.6462 2.1743 -1.191 -0.501 2.112 0.260
H 5.9069 1.8779 3.9083 -1.533 0.783 -1.482 0.292
H 4.9552 4.7185 2.9260 -0.223 -1.463 1.727 0.276
H 5.6305 4.2265 4.6321 -1.477 -0.699 -1.738 0.267
H 2.4906 3.8241 3.6448 1.891 0.328 1.657 0.244
H 3.2154 5.1528 4.7964 0.133 -2.032 -0.788 0.393
H 3.7079 3.6728 6.7009 -1.155 -1.403 -1.939 0.372
H 3.7158 2.0456 5.6741 -1.108 2.120 0.173 0.245
H 1.1754 3.8609 6.6421 0.677 -1.803 -1.033 0.295
H 0.9640 2.7508 5.1173 1.317 0.120 1.739 0.340
H -0.3838 0.7330 6.0854 0.355 1.281 1.754 0.199
H -0.6116 1.1742 7.9831 1.202 0.572 -2.250 0.243
H -0.6614 2.5351 6.6059 0.799 -2.259 0.942 0.272
H 1.4870 -2.8301 3.5221 -2.076 -0.051 -2.116 0.134
H -0.0817 -3.7021 5.1754 -2.275 -0.611 -1.459 0.403
H -1.5250 -6.1189 3.6778 1.408 0.854 2.284 0.265
H -3.1983 -6.3335 5.6082 2.384 0.433 0.112 0.244
H -2.0193 -5.6148 6.8906 0.168 -1.040 -2.118 0.293
H -1.6587 -7.3240 6.1687 -0.938 2.350 -0.690 0.328
H -4.1277 -5.0253 0.9900 0.689 1.272 0.656 0.147
H -4.8145 -3.1819 2.2227 1.293 -0.367 -0.388 0.133
O -6.7506 1.1954 -5.5976 0.544 0.003 -0.036 -0.688
S -5.6159 1.2474 -6.4954 0.116 -0.154 -0.036 1.285
O -4.2583 1.0165 -6.0437 -0.610 0.321 -0.369 -0.682
C -5.9468 0.1829 -7.8857 -0.134 -0.380 -0.395 -0.763
C -6.6688 1.0789 -8.8811 -0.253 0.031 -0.137 -0.595
C -5.9145 2.4075 -8.8655 0.087 0.108 -0.357 -0.600
C -5.6798 2.7845 -7.4037 0.033 0.685 -0.225 -0.720
H -6.5435 -0.6735 -7.5671 0.151 0.115 0.148 0.398
H -4.9857 -0.1547 -8.2849 -0.092 0.052 0.141 0.374
H -6.6887 0.6348 -9.8807 -0.017 0.046 0.165 0.339
H -7.7052 1.2383 -8.5601 0.126 -0.077 -0.041 0.300
H -4.9507 2.2857 -9.3744 -0.139 0.011 0.075 0.294
H -6.4665 3.1925 -9.3918 0.119 -0.109 0.098 0.315
H -4.7375 3.3228 -7.2734 -0.176 -0.146 0.188 0.374
H -6.5067 3.3791 -7.0059 0.129 -0.182 0.065 0.363
O 3.0427 1.2384 -1.3754 0.416 0.045 0.082 -0.599
S 4.1774 1.2904 -2.2731 0.350 -0.295 -0.123 1.354
O 5.5350 1.0595 -1.8214 -0.593 0.073 0.275 -0.776
C 3.8465 0.2260 -3.6635 -0.158 -0.399 -0.375 -0.625
C 3.1244 1.1219 -4.6588 -0.266 0.035 -0.105 -0.495
C 3.8787 2.4505 -4.6432 0.085 0.102 -0.363 -0.654
C 4.1135 2.8275 -3.1814 0.010 0.701 -0.216 -0.754
H 3.2498 -0.6305 -3.3448 0.086 0.123 0.162 0.235
H 4.8076 -0.1117 -4.0626 -0.070 0.079 0.150 0.368
H 3.1046 0.6778 -5.6584 -0.017 0.042 0.165 0.367
H 2.0881 1.2813 -4.3378 0.115 -0.102 -0.032 0.248
H 4.8426 2.3287 -5.1521 -0.130 0.016 0.079 0.288
H 3.3268 3.2355 -5.1696 0.115 -0.100 0.098 0.345
H 5.0557 3.3658 -3.0511 -0.174 -0.150 0.195 0.347
H 3.2866 3.4221 -2.7836 0.123 -0.176 0.058 0.379

No. 5
7
Properties=species:S:1:pos:R:3:forces:R:3:mulliken_charge:R:1 method="wB97M-V/def2-TZVPD" e_homo_ev="-9.1667 / -8.9645" relative_energy_ev=5.686
C -0.2731 -0.1253 0.6949 1.966 1.035 0.304 -0.266
O 0.6859 0.8675 0.1043 -0.345 -0.383 0.669 0.062
O 0.0938 1.4122 -0.9492 -0.267 0.980 -1.054 -0.492
O 0.0587 -1.1811 -1.4957 -0.647 -0.364 -2.753 -0.384
S 0.8452 -1.0443 -0.3256 0.277 -0.610 2.341 0.514
H -0.2218 -0.0316 1.7492 0.118 -0.367 0.948 0.292
H -1.1887 0.1027 0.2221 -1.102 -0.291 -0.454 0.273

No. 6
28
Properties=species:S:1:pos:R:3:forces:R:3:mulliken_charge:R:1 method="wB97M-V/def2-TZVPD" e_homo_ev=-8.4868 relative_energy_ev=1.013
C 2.2740 1.4798 0.8691 -1.369 0.502 -1.515 -1.159
C 1.7590 0.8345 -0.1904 -0.622 3.474 0.741 0.523
C 0.7209 1.5113 -1.0998 -2.246 -0.017 2.738 -0.750
P -0.6501 0.2186 -1.5247 3.407 -0.960 0.105 -0.175
C -1.6899 -0.0542 -0.0155 -1.154 0.841 0.575 1.535
C -2.5534 1.1999 0.2799 2.018 1.931 -3.097 -1.571
C -2.6900 -1.1380 -0.4255 -0.286 0.208 0.053 -1.719
C -0.9160 -0.4810 1.1916 0.411 0.245 0.242 -1.649
C 0.8548 -1.1022 -1.0258 -2.869 2.758 -2.109 -1.114
C 1.9129 -0.5131 -0.5073 -0.228 -2.731 -0.109 0.987
C 2.9919 -1.3452 0.0110 2.486 -3.156 -0.305 -1.366
H 1.7944 2.4177 1.0996 0.357 0.394 0.101 0.286
H 3.0553 1.1671 1.4862 0.950 -0.807 0.866 0.357
H 0.1960 2.4030 -0.5990 1.034 -1.100 -0.650 0.265
H 1.2017 1.8499 -1.9749 0.330 0.296 -1.243 0.428
H -3.0810 1.4711 -0.7039 0.001 -0.599 1.533 0.414
H -3.2105 1.1023 1.1257 -0.215 0.033 0.250 0.440
H -1.8468 2.1053 0.3177 -1.049 -1.078 0.816 0.277
H -2.6869 -1.0325 -1.5003 -1.475 0.013 -0.553 0.501
H -3.7071 -1.1168 0.1139 1.611 0.039 -1.025 0.338
H -2.2114 -2.0860 -0.3449 0.134 -1.106 0.631 0.446
H -0.1062 0.2483 1.4306 -1.027 -0.325 0.493 0.229
H -1.7042 -0.6778 1.9367 0.865 0.165 0.485 0.526
H -0.3667 -1.3868 0.9519 -0.234 -0.345 0.296 0.421
H 0.7520 -2.0924 -1.3375 0.050 -1.587 0.003 0.589
H 2.8254 -2.5037 -0.0789 -0.178 2.143 -0.267 0.306
H 3.1203 -1.2773 1.1009 0.370 0.625 -0.340 0.339
H 3.9618 -1.2020 -0.5863 -1.073 0.144 1.284 0.295